(1)
A cluster of 6 separate species, C27H61ClN2O19S5 in total at a distorted geometry. Source: the OMol25 dataset; level of theory: wB97M-V/def2-TZVPD.

The maximum force is 3.16 eV/A. The HOMO-LUMO gap comes out at 9.9 eV. Its structure (SMILES) is CCCC[C@@](CCO)(OCCC(=O)Cl)[C@@H](N)N=C=O.CCOS(C)(=O)=O.CCOS(C)(=O)=O.CCOS(C)(=O)=O.CCOS(C)(=O)=O.CCOS(C)(=O)=O. The value obtained for the energy is -137565.5928 eV. For the LUMO energy, the calculation gives 0.0136 hartree.

Atoms and positions in Å:
C 0.005 0.600 0.052
C 0.794 1.361 -1.116
C 1.910 2.303 -0.468
C 1.765 3.836 -0.831
C 0.790 4.653 0.099
C 0.623 6.143 -0.461
C 1.986 6.819 -0.924
O 1.962 8.205 -0.452
O -0.471 3.917 0.087
C -1.589 4.750 0.394
C -2.792 3.793 0.867
C -4.126 4.432 0.296
O -4.688 3.964 -0.654
Cl -4.862 5.915 1.029
C 1.273 4.797 1.607
N 1.067 3.583 2.433
N 2.674 5.265 1.761
C 3.469 4.309 1.897
O 4.240 3.484 1.620
H -0.932 1.166 0.346
H -0.334 -0.427 -0.253
H 0.620 0.487 0.984
H 0.068 2.049 -1.643
H 1.200 0.637 -1.873
H 1.986 2.082 0.626
H 2.896 1.965 -0.919
H 2.805 4.261 -0.895
H 1.346 3.910 -1.883
H 0.197 6.822 0.338
H -0.072 6.182 -1.355
H 1.966 6.892 -2.055
H 2.912 6.333 -0.536
H 1.407 8.654 -1.118
H -1.415 5.461 1.252
H -1.988 5.287 -0.522
H -2.734 2.770 0.418
H -2.875 3.811 1.985
H 0.621 5.609 2.066
H 0.078 3.304 2.461
H 1.259 3.868 3.405
O 7.090 0.359 -3.010
S 6.821 -0.109 -1.680
O 5.560 0.132 -1.040
O 8.002 0.387 -0.708
C 8.269 1.793 -0.627
C 7.191 2.530 0.146
C 7.160 -1.839 -1.597
H 8.395 2.213 -1.628
H 9.222 1.905 -0.108
H 6.233 2.487 -0.372
H 7.455 3.582 0.272
H 7.047 2.078 1.129
H 8.130 -2.037 -2.050
H 6.375 -2.353 -2.150
H 7.144 -2.153 -0.555
O -3.520 0.464 1.787
S -4.952 0.556 1.873
O -5.599 1.517 2.720
O -5.554 -0.909 2.192
C -5.104 -1.591 3.366
C -5.675 -0.976 4.630
C -5.607 0.732 0.246
H -4.011 -1.616 3.397
H -5.447 -2.624 3.287
H -5.309 0.041 4.776
H -5.391 -1.561 5.507
H -6.764 -0.922 4.573
H -5.151 -0.011 -0.407
H -5.362 1.737 -0.100
H -6.688 0.610 0.283
O 7.455 -4.184 1.217
S 6.894 -4.542 2.489
O 7.699 -4.604 3.673
O 6.091 -5.925 2.332
C 6.797 -7.069 1.834
C 7.758 -7.636 2.862
C 5.508 -3.500 2.819
H 7.315 -6.821 0.904
H 6.046 -7.823 1.593
H 8.558 -6.930 3.088
H 8.218 -8.555 2.496
H 7.238 -7.845 3.799
H 4.867 -3.466 1.940
H 5.893 -2.506 3.043
H 4.970 -3.891 3.681
O -3.107 -0.720 -2.764
S -3.740 0.360 -3.468
O -5.156 0.583 -3.391
O -3.306 0.297 -5.014
C -3.569 -0.907 -5.746
C -5.045 -1.072 -6.057
C -2.924 1.869 -3.052
H -3.179 -1.773 -5.205
H -3.013 -0.835 -6.682
H -5.630 -1.204 -5.146
H -5.212 -1.946 -6.689
H -5.432 -0.186 -6.563
H -1.848 1.729 -3.136
H -3.194 2.114 -2.025
H -3.271 2.653 -3.722
O -6.679 -6.213 1.699
S -6.034 -6.537 0.459
O -4.655 -6.928 0.409
O -6.272 -5.334 -0.579
C -5.848 -4.016 -0.200
C -4.336 -3.881 -0.238
C -6.986 -7.763 -0.383
H -6.244 -3.756 0.785
H -6.285 -3.320 -0.918
H -3.863 -4.522 0.507
H -4.031 -2.854 -0.033
H -3.949 -4.180 -1.214
H -8.033 -7.466 -0.383
H -6.860 -8.700 0.157
H -6.607 -7.867 -1.398

=====

(2)
A structure of composition C27H63AlFeN9O13P at a distorted geometry. Source: the OMol25 dataset; level of theory: wB97M-V/def2-TZVPD.

Its charge is +2. The calculation puts the energy relative to the best compared isomer or geometry (same formula, charge and spin) at 8.6 kcal per mole. Its expectation value of S² is 20.04. The maximum force is 4.44 eV/A. The HOMO-LUMO gap (spin up / spin down) comes out at 7.3 / 3.8 eV. The value obtained for the energy is -119302.7923 eV. The spin multiplicity is 9. For the LUMO energy (spin up / spin down), the calculation gives -0.1711 / -0.3379 hartree.

Atoms and positions in Å:
Fe 2.092 2.250 -1.310
Al 2.119 -1.772 1.524
P 0.449 0.481 -0.294
O 0.774 -0.913 -0.906
O -0.158 0.168 1.062
O 0.227 1.693 -1.212
O 1.982 0.869 0.036
C -0.720 2.719 -4.655
O -1.262 1.999 -5.473
N -0.925 4.038 -4.560
C -0.028 4.853 -3.733
C -1.935 4.735 -5.325
H -0.005 2.340 -3.907
H 0.692 5.255 -4.447
H 0.312 4.290 -2.868
H -0.639 5.666 -3.335
H -2.482 5.413 -4.669
H -1.560 5.297 -6.182
H -2.676 4.047 -5.725
C -3.889 0.278 1.927
O -4.558 -0.351 2.722
N -3.760 1.601 1.849
C -4.321 2.474 2.889
C -2.794 2.212 0.963
H -3.384 -0.261 1.109
H -5.061 2.022 3.541
H -4.867 3.245 2.340
H -3.505 2.900 3.471
H -3.237 2.272 -0.040
H -2.558 3.219 1.293
H -1.883 1.641 0.758
C 1.210 -4.147 -1.511
O 1.868 -4.089 -0.489
N 0.472 -5.161 -1.986
C -0.437 -5.077 -3.102
C 0.570 -6.456 -1.324
H 1.156 -3.327 -2.250
H -0.446 -4.168 -3.702
H -1.452 -5.320 -2.784
H -0.111 -5.852 -3.804
H -0.395 -6.852 -1.008
H 1.047 -7.202 -1.963
H 1.198 -6.356 -0.443
C 3.106 1.775 2.862
O 2.852 0.619 3.182
N 3.446 2.689 3.808
C 3.976 3.984 3.357
C 3.589 2.378 5.207
H 3.054 2.212 1.858
H 3.660 4.333 2.379
H 5.064 3.908 3.407
H 3.571 4.678 4.097
H 4.668 2.456 5.400
H 3.178 3.195 5.806
H 3.222 1.423 5.557
C -0.804 2.315 3.480
O -1.258 2.051 4.576
N -0.183 3.487 3.212
C 0.490 3.673 1.948
C -0.091 4.534 4.227
H -0.670 1.645 2.616
H 0.045 4.500 1.387
H 0.756 2.865 1.270
H 1.497 3.948 2.288
H 0.110 5.499 3.778
H -1.023 4.512 4.792
H 0.623 4.173 4.972
C -1.407 -2.931 0.186
O -0.575 -3.229 1.024
N -2.733 -2.943 0.451
C -3.709 -2.698 -0.583
C -3.137 -3.203 1.816
H -1.164 -2.508 -0.802
H -4.722 -2.951 -0.282
H -3.538 -3.254 -1.507
H -3.740 -1.639 -0.867
H -2.741 -4.078 2.329
H -3.183 -2.267 2.370
H -4.182 -3.537 1.859
C 0.993 -1.484 -4.338
O 1.880 -1.907 -5.055
N -0.255 -1.178 -4.721
C -1.172 -0.677 -3.717
C -0.644 -1.137 -6.129
H 1.028 -1.413 -3.238
H -1.902 -1.480 -3.576
H -1.671 0.265 -3.938
H -0.601 -0.518 -2.801
H -1.732 -1.205 -6.172
H -0.421 -0.157 -6.549
H -0.230 -1.997 -6.646
C 3.917 -1.689 -2.137
O 4.028 -2.178 -1.043
N 4.960 -1.811 -3.072
C 4.747 -1.280 -4.400
C 6.222 -2.341 -2.670
H 3.006 -1.234 -2.541
H 3.707 -1.028 -4.579
H 5.293 -1.775 -5.203
H 5.292 -0.318 -4.399
H 6.530 -3.289 -3.129
H 6.939 -1.620 -3.084
H 6.414 -2.515 -1.616
C -1.108 -0.964 3.855
O -0.110 -1.474 3.302
N -1.732 -1.471 4.881
C -1.295 -2.746 5.479
C -2.819 -0.752 5.581
H -1.635 -0.099 3.428
H -1.167 -2.507 6.537
H -0.316 -3.078 5.143
H -2.026 -3.544 5.388
H -3.480 -1.460 6.069
H -2.461 -0.051 6.335
H -3.345 -0.179 4.820

=====

(3)
A cluster of 8 separate species, C27H63Cl6N3O11P2 in total at a distorted geometry. Source: the OMol25 dataset; level of theory: wB97M-V/def2-TZVPD.

The maximum force is 3.45 eV/A. The HOMO-LUMO gap comes out at 9.3 eV. Its structure (SMILES) is CCOP(=O)(OCC)OCC.CCOP(=O)(OCC)OCC.CN(C)C=O.CN(C)C=O.CN(C)C=O.ClCCCl.ClCCCl.ClCCCl. The value obtained for the energy is -149729.0939 eV. For the LUMO energy, the calculation gives 0.0105 hartree.

Atoms and positions in Å:
C -2.218 1.040 -4.523
O -1.059 1.112 -4.142
N -2.962 -0.088 -4.411
C -2.523 -1.261 -3.676
C -4.295 -0.232 -4.976
H -2.897 1.797 -4.946
H -2.930 -1.271 -2.662
H -1.468 -1.315 -3.405
H -2.739 -2.130 -4.296
H -4.509 0.555 -5.700
H -4.482 -1.148 -5.536
H -4.939 -0.193 -4.095
C -5.395 2.168 0.348
O -5.595 1.215 1.064
N -4.570 3.201 0.604
C -4.532 4.402 -0.237
C -3.731 3.374 1.821
H -5.933 2.224 -0.613
H -3.489 4.619 -0.484
H -4.841 5.381 0.134
H -5.069 4.180 -1.159
H -2.723 3.026 1.588
H -3.548 4.435 1.992
H -4.245 2.867 2.633
C -0.983 0.952 0.052
O -2.132 0.582 -0.115
N -0.393 1.842 -0.758
C 0.800 2.612 -0.435
C -1.087 2.423 -1.902
H -0.276 0.652 0.845
H 1.346 2.828 -1.351
H 1.275 2.033 0.358
H 0.574 3.614 -0.054
H -1.990 2.826 -1.438
H -0.566 3.105 -2.569
H -1.401 1.621 -2.574
Cl 0.768 3.394 4.151
C 0.248 5.096 3.966
C -1.038 5.037 3.162
Cl -1.698 6.690 2.927
H 1.018 5.726 3.526
H 0.002 5.442 4.967
H -1.778 4.590 3.824
H -1.035 4.504 2.215
Cl -6.659 -0.918 -1.597
C -6.019 -2.003 -0.301
C -4.533 -1.738 0.041
Cl -4.053 -2.488 1.594
H -6.267 -3.007 -0.647
H -6.691 -2.033 0.558
H -4.178 -0.709 0.019
H -3.984 -2.122 -0.821
Cl -1.050 -2.877 5.728
C -1.066 -1.302 4.858
C -0.608 -1.457 3.415
Cl 1.137 -1.147 3.229
H -0.474 -0.471 5.239
H -2.132 -1.155 5.014
H -1.142 -0.768 2.760
H -0.848 -2.456 3.060
C 7.211 4.325 0.870
C 5.958 3.792 0.151
O 6.316 3.106 -1.011
P 5.328 2.135 -1.749
O 5.968 1.416 -2.876
O 4.665 1.302 -0.589
C 4.664 -0.121 -0.584
C 3.184 -0.563 -0.489
O 4.040 3.014 -2.225
C 3.720 3.485 -3.548
C 3.114 2.368 -4.428
H 7.427 3.772 1.785
H 8.104 4.281 0.243
H 7.229 5.375 1.163
H 5.244 3.349 0.845
H 5.458 4.696 -0.214
H 5.004 -0.617 -1.494
H 5.238 -0.555 0.233
H 3.166 -1.653 -0.556
H 2.850 -0.402 0.538
H 2.528 -0.083 -1.211
H 2.883 4.160 -3.376
H 4.627 3.897 -3.983
H 3.700 1.453 -4.332
H 2.117 2.065 -4.105
H 3.054 2.746 -5.448
C 1.766 -7.143 -0.691
C 0.395 -6.787 -0.079
O 0.747 -6.156 1.161
P -0.210 -5.113 1.930
O -1.653 -5.288 1.755
O 0.396 -5.256 3.450
C 1.672 -4.821 3.904
C 2.703 -5.987 3.692
O 0.302 -3.662 1.546
C 0.677 -3.341 0.183
C -0.463 -2.736 -0.569
H 1.721 -7.551 -1.702
H 2.387 -6.254 -0.827
H 2.325 -7.806 -0.035
H -0.321 -6.189 -0.644
H -0.122 -7.743 0.023
H 2.001 -3.829 3.598
H 1.542 -4.672 4.978
H 2.216 -6.897 4.042
H 2.931 -6.109 2.634
H 3.633 -5.862 4.246
H 1.452 -2.580 0.129
H 0.962 -4.271 -0.308
H -0.171 -2.336 -1.543
H -1.296 -3.437 -0.630
H -0.785 -1.792 -0.123

=====

(4)
A cluster of 9 separate species, C27H64ClO22S5 in total at a distorted geometry. Source: the OMol25 dataset; level of theory: wB97M-V/def2-TZVPD.

Its charge is -1. The maximum force is 4.05 eV/A. The HOMO-LUMO gap comes out at 9.6 eV. The value obtained for the energy is -140770.3135 eV. For the LUMO energy, the calculation gives 0.0721 hartree.

Atoms and positions in Å:
Cl -1.734 -27.709 -4.560
O -3.137 -27.412 -4.598
O -1.125 -27.180 -5.761
O -1.116 -27.109 -3.389
O -1.611 -29.101 -4.578
C -1.159 -31.912 -2.572
C -2.461 -32.334 -3.137
C -2.060 -32.850 -4.482
O -0.653 -33.027 -4.535
C -0.131 -32.082 -3.624
H -0.957 -32.504 -1.679
H -1.185 -30.904 -2.159
H -3.165 -31.506 -3.212
H -3.064 -33.002 -2.522
H -2.320 -32.204 -5.321
H -2.486 -33.832 -4.688
H 0.235 -31.161 -4.077
H 0.804 -32.459 -3.209
C 0.069 -23.307 -6.617
C 0.982 -22.144 -6.650
C 1.637 -22.039 -5.248
O 0.669 -22.581 -4.417
C -0.117 -23.587 -5.069
H 0.562 -24.183 -7.037
H -0.878 -23.124 -7.124
H 0.303 -21.313 -6.840
H 1.670 -22.164 -7.495
H 1.935 -21.042 -4.923
H 2.597 -22.544 -5.145
H -1.130 -23.407 -4.707
H 0.041 -24.626 -4.782
C -2.524 -23.910 -1.088
C -3.208 -24.082 -2.488
C -4.713 -24.118 -2.168
O -4.747 -24.790 -0.879
C -3.448 -24.764 -0.260
H -2.444 -22.861 -0.801
H -1.523 -24.340 -1.097
H -2.892 -24.988 -3.006
H -3.007 -23.247 -3.159
H -5.319 -24.648 -2.903
H -5.109 -23.114 -2.013
H -3.044 -25.765 -0.109
H -3.581 -24.360 0.743
O -3.259 -31.150 -0.289
S -3.937 -29.866 -0.085
O -5.203 -29.718 0.628
O -2.881 -28.807 0.594
C -1.450 -28.892 0.400
C -0.797 -27.657 1.043
C -4.025 -29.076 -1.773
H -1.203 -28.905 -0.662
H -1.192 -29.802 0.941
H -1.366 -27.453 1.950
H -0.898 -26.799 0.379
H 0.276 -27.803 1.171
H -3.223 -29.502 -2.376
H -3.928 -28.015 -1.542
H -5.008 -29.190 -2.230
O 3.284 -29.079 -7.699
S 2.363 -30.226 -7.728
O 2.138 -30.988 -8.967
O 2.823 -31.314 -6.548
C 2.000 -32.481 -6.404
C 2.890 -33.723 -6.682
C 0.720 -29.621 -7.065
H 1.097 -32.480 -7.015
H 1.654 -32.528 -5.371
H 2.464 -34.356 -5.902
H 3.933 -33.627 -6.380
H 2.763 -34.081 -7.704
H 0.024 -30.433 -6.856
H 0.272 -29.051 -7.879
H 0.930 -28.888 -6.287
O -2.626 -31.570 -7.756
S -3.572 -30.719 -8.479
O -3.925 -30.964 -9.878
O -4.995 -30.676 -7.609
C -4.955 -30.523 -6.162
C -6.246 -29.989 -5.552
C -2.996 -28.985 -8.339
H -4.129 -29.930 -5.771
H -4.771 -31.546 -5.834
H -6.214 -28.955 -5.894
H -6.384 -29.880 -4.476
H -7.119 -30.548 -5.891
H -3.865 -28.364 -8.554
H -2.175 -28.780 -9.026
H -2.579 -28.789 -7.351
O -9.926 -25.866 -4.406
S -9.707 -26.501 -5.708
O -10.503 -26.134 -6.864
O -8.053 -26.451 -6.079
C -7.120 -26.007 -5.058
C -5.884 -25.646 -5.907
C -9.805 -28.337 -5.490
H -7.014 -26.860 -4.388
H -7.536 -25.153 -4.523
H -5.618 -26.496 -6.536
H -5.027 -25.469 -5.258
H -6.025 -24.854 -6.643
H -9.196 -28.677 -4.652
H -9.558 -28.733 -6.475
H -10.851 -28.574 -5.298
O 2.272 -26.686 -0.287
S 2.908 -25.802 -1.272
O 4.044 -24.984 -0.975
O 3.368 -26.812 -2.550
C 2.398 -27.677 -3.041
C 3.193 -28.849 -3.703
C 1.650 -24.656 -2.022
H 1.928 -27.146 -3.869
H 1.612 -28.030 -2.374
H 3.556 -29.533 -2.936
H 4.055 -28.612 -4.326
H 2.635 -29.486 -4.389
H 1.338 -23.943 -1.258
H 0.768 -25.238 -2.287
H 2.104 -24.141 -2.868

=====

Number 2 is which compound? C27H63AlFeN9O13P

=====

Among the records above, which one has the highest maximum force? C27H63AlFeN9O13P

=====

maximum force of number 4 (C27H64ClO22S5)? 4.05 eV/A